The following is a quantum chemistry calculation of a cluster of 2 separate species, C4H11N3O in total, from OMol25.

Structure (XYZ):
```
19
Properties=species:S:1:pos:R:3:nbo_charge:R:1
C -0.5552 -0.9218 -0.6992 -0.022
C -1.0938 0.3270 -0.8292 -0.282
C -2.2531 0.8594 -0.0517 -0.646
C 1.6802 -0.1076 0.5460 0.790
N 2.5754 0.0885 -0.4784 -0.846
N -0.8329 -1.8134 0.3292 -0.820
N 1.0437 1.0899 0.9227 -0.871
O 1.7800 -1.0505 1.3223 -0.668
H -0.0194 -1.3563 -1.5421 0.192
H -0.8897 0.8505 -1.7607 0.191
H 2.4429 0.8299 -1.1484 0.385
H 3.0829 -0.7363 -0.7674 0.403
H -0.1369 -2.5628 0.3676 0.382
H -0.8349 -1.4104 1.2620 0.375
H 1.1369 1.9065 0.3327 0.395
H 0.5600 1.0057 1.8089 0.409
H -2.1092 1.9238 0.1520 0.205
H -3.1665 0.7624 -0.6477 0.221
H -2.4106 0.3155 0.8815 0.207
```

Relative energy (zero: lowest compared OMol25 entry of this formula, charge and spin) (kJ/mol): 125.9
Calculated total energy (a.u.): -398.50622
Orbital gap (eV): 8.349
Highest occupied orbital energy (eV): -7.592

=====

The following is a quantum chemistry calculation of a structure of composition C34H56BeN2OP3, from OMol25.

Structure (XYZ):
```
97
Properties=species:S:1:pos:R:3:lowdin_charge:R:1
C 2.5131 0.2315 -1.8111 -0.292
C 0.8945 2.0171 -1.9152 -0.308
C 3.4310 0.9976 -2.5063 -0.033
C 1.7420 2.6906 -2.8158 -0.033
C 3.0307 2.2216 -3.0587 -0.027
H 4.4394 0.6087 -2.6157 0.121
H 1.3868 3.6142 -3.2813 0.125
H 3.7391 2.8252 -3.6508 0.126
N 1.2972 0.7539 -1.4686 0.065
P 1.3413 -2.1411 -0.9105 1.178
P -1.0097 2.4164 0.0757 1.096
C 2.8610 -1.1822 -1.3665 -0.233
H 3.4069 -1.7152 -2.1637 0.093
H 3.5461 -1.1658 -0.4996 0.091
C -0.3928 -0.7859 0.7865 -0.018
O -1.0707 -1.2997 1.6549 0.091
C -0.4489 2.4291 -1.5830 -0.342
H -0.8843 3.2387 -2.2667 0.088
C -2.9325 2.6360 0.0312 -0.655
C -0.1653 4.0381 0.6272 -0.656
C 0.8308 -2.9658 -2.5421 -0.654
C 2.0090 -3.3927 0.3502 -0.660
C -3.5492 1.2435 0.2546 -0.106
H -3.2077 0.8014 1.2003 0.077
H -4.6448 1.3418 0.2878 0.093
H -3.3114 0.5472 -0.5497 0.047
C -3.4007 3.5350 1.1814 -0.099
H -3.0525 3.1711 2.1565 0.084
H -3.0910 4.5793 1.0510 0.071
H -4.5021 3.5286 1.2102 0.094
C -3.4402 3.2042 -1.2934 -0.082
H -4.5366 3.3008 -1.2119 0.099
H -3.0606 4.2129 -1.4919 0.073
H -3.1973 2.5502 -2.1395 0.054
C -0.4643 4.2383 2.1202 -0.126
H -0.4217 3.2825 2.6669 0.018
H 0.3005 4.9049 2.5401 0.086
H -1.4446 4.6953 2.2896 0.058
C 1.3497 3.8328 0.4627 -0.095
H 1.6818 2.8875 0.9173 0.041
H 1.6556 3.8361 -0.5882 0.060
H 1.8702 4.6625 0.9593 0.096
C -0.6647 5.2088 -0.2434 -0.072
H -1.2865 4.9299 -1.1011 0.041
H -1.2488 5.9198 0.3576 0.085
H 0.2000 5.7493 -0.6549 0.087
C 0.8596 -4.3248 0.7750 -0.080
H 1.1950 -4.9102 1.6443 0.098
H -0.0336 -3.7646 1.0817 0.077
H 0.5846 -5.0349 -0.0159 0.071
C 2.4788 -2.6023 1.5832 -0.097
H 3.4045 -2.0417 1.3941 0.076
H 1.7006 -1.9105 1.9360 0.043
H 2.6905 -3.3109 2.4003 0.105
C 3.1930 -4.2183 -0.1782 -0.078
H 3.7018 -4.6755 0.6836 0.098
H 2.8735 -5.0407 -0.8293 0.067
H 3.9358 -3.6104 -0.7102 0.081
C 0.6807 -1.9083 -3.6558 -0.071
H 0.4945 -2.4330 -4.6074 0.100
H -0.1757 -1.2554 -3.4884 0.052
H 1.5826 -1.2884 -3.7725 0.084
C -0.5416 -3.6305 -2.3125 -0.085
H -1.2872 -2.8939 -1.9850 0.065
H -0.8886 -4.0668 -3.2621 0.098
H -0.4993 -4.4355 -1.5646 0.063
C 1.8550 -4.0022 -3.0291 -0.085
H 2.8750 -3.5919 -3.0677 0.080
H 1.8458 -4.9208 -2.4331 0.070
H 1.5868 -4.2871 -4.0610 0.096
Be 0.1302 -0.1163 -0.7111 -0.133
N -1.2929 -0.3482 -1.6306 0.131
C -1.6360 0.5472 -2.3517 -0.124
C -2.2386 0.8854 -3.6677 -0.227
C -3.2305 0.0164 -4.0514 -0.059
C -1.8714 1.9223 -4.5397 -0.015
C -3.9034 0.0680 -5.2538 -0.050
H -3.4566 -0.8041 -3.3097 0.141
C -2.5213 2.0452 -5.8003 -0.039
H -1.0450 2.6379 -4.2993 0.114
C -3.5292 1.1074 -6.1309 -0.053
H -4.6608 -0.6661 -5.4808 0.110
H -2.2630 2.8146 -6.5113 0.104
H -4.0414 1.1730 -7.1032 0.114
C 1.6057 2.3634 4.3642 -0.298
P 1.1476 1.1792 3.0212 0.805
C 2.8707 0.7745 2.4881 -0.300
C 0.8186 -0.2535 4.1239 -0.306
H 2.0678 3.2602 3.9290 0.038
H 2.3066 1.8928 5.0680 0.048
H 0.6954 2.6605 4.9023 0.043
H 3.3600 0.1281 3.2323 0.045
H 2.8490 0.2585 1.5174 -0.001
H 3.4451 1.7046 2.3694 0.044
H 1.7393 -0.5591 4.6379 0.046
H 0.0680 0.0640 4.8590 0.048
H 0.4004 -1.0971 3.5672 -0.002
```

Calculated total energy (a.u.): -2552.49954
Charge: +1
Orbital gap (eV): 6.718
Highest occupied orbital energy (eV): -9.649

=====

The following is a quantum chemistry calculation of a cluster of 2 separate species, CHNO2S in total, from OMol25.

Structure (XYZ):
```
6
Properties=species:S:1:pos:R:3:nbo_charge:R:1
C 0.3941 -1.1122 -0.1906 0.859
N -0.7112 -1.4621 -0.0196 -0.761
O 1.4906 -0.7296 -0.0639 -0.536
O 0.0141 2.2313 -0.3911 -0.669
S 0.4315 2.7681 0.9431 0.670
H -1.6190 -1.6955 -0.2779 0.436
```

Relative energy (zero: lowest compared OMol25 entry of this formula, charge and spin) (kJ/mol): 81.7
Calculated total energy (a.u.): -642.05949
Orbital gap (alpha / beta) (eV): 7.779 / 7.813
Highest occupied orbital energy (alpha / beta) (eV): -9.355 / -9.370

=====

The following is a quantum chemistry calculation of a structure of composition C23H23AuBr2N4O5S2, from OMol25.

Structure (XYZ):
```
60
Properties=species:S:1:pos:R:3:nbo_charge:R:1
Au 0.9556 -0.7716 0.2434 1.307
C -5.1146 0.6174 -1.8431 -0.637
C -3.8361 1.0214 -1.1772 -0.006
C -2.6637 1.1607 -1.9122 -0.171
C -1.4838 1.5472 -1.2998 -0.224
C -1.4844 1.7973 0.0564 -0.341
C -2.6271 1.6422 0.8158 -0.175
C -3.8021 1.2600 0.1952 -0.206
S 0.0581 2.2136 0.8495 2.326
O 1.0504 2.4155 -0.1697 -0.978
O -0.1096 3.2388 1.8397 -0.927
N 0.4275 0.7934 1.5948 -0.883
C -0.2470 0.3760 2.7135 -0.409
C 0.8004 -0.6734 3.4527 0.809
O 0.9845 -0.3741 4.6090 -0.719
O 1.2263 -1.5240 2.6914 -0.786
H -4.9958 0.5819 -2.9222 0.216
H -5.9060 1.3240 -1.6023 0.224
H -5.4315 -0.3632 -1.4952 0.223
H -2.6707 0.9616 -2.9752 0.205
H -0.5647 1.6651 -1.8522 0.239
H -2.5867 1.8221 1.8779 0.235
H -4.6991 1.1259 0.7832 0.220
H -1.0751 -0.3142 2.5231 0.198
H -0.5170 1.1952 3.3829 0.243
C 2.7394 -1.3009 -2.7317 -0.658
C 1.2835 -1.5511 -2.8984 0.275
C 0.7535 -1.7965 -4.1821 -0.266
C -0.5698 -2.0960 -4.3296 -0.091
C -1.4073 -2.1432 -3.1984 -0.125
C -2.7689 -2.4977 -3.2256 -0.094
Br -3.5936 -3.0059 -4.8637 0.052
C -3.5276 -2.5051 -2.0819 -0.232
C -2.9564 -2.1190 -0.8812 -0.173
Br -4.0024 -2.0934 0.6952 0.089
C -1.6193 -1.7282 -0.7598 0.394
O -1.1424 -1.3356 0.3631 -0.699
C -0.8227 -1.8001 -1.9501 0.100
N 0.5002 -1.5336 -1.8399 -0.505
H 3.2763 -1.5207 -3.6506 0.230
H 3.1406 -1.9073 -1.9219 0.242
H 2.9072 -0.2583 -2.4624 0.247
H 1.4066 -1.7639 -5.0394 0.229
H -0.9817 -2.2973 -5.3057 0.238
H -4.5650 -2.8000 -2.1094 0.247
C 3.5887 2.6217 1.5835 -0.431
N 3.6620 1.4286 2.3735 -0.350
C 3.9307 1.4741 3.8023 -0.221
C 4.0016 -0.0103 4.2004 -0.250
N 3.8280 -0.6865 2.9240 -0.537
C 3.5612 0.1812 1.9481 0.373
S 3.3282 -0.2751 0.3227 -0.123
H 2.9926 3.3701 2.1064 0.228
H 3.0993 2.4032 0.6348 0.272
H 4.5916 3.0156 1.3955 0.197
H 3.1221 2.0026 4.3145 0.231
H 4.8686 2.0063 3.9871 0.204
H 3.2075 -0.2854 4.8991 0.271
H 4.9672 -0.2867 4.6317 0.200
H 3.5124 -1.6441 2.8705 0.455
```

Relative energy (zero: lowest compared OMol25 entry of this formula, charge and spin) (kJ/mol): 128.6
Calculated total energy (a.u.): -7565.53137
Orbital gap (alpha / beta) (eV): 4.862 / 4.884
Highest occupied orbital energy (alpha / beta) (eV): -7.506 / -7.515

=====

The following is a quantum chemistry calculation of a cluster of 2 separate species, C17H29O3Si in total, from OMol25.

Structure (XYZ):
```
50
Properties=species:S:1:pos:R:3:nbo_charge:R:1
C 1.7400 -0.6979 -3.0788 -0.271
O 2.0128 0.6287 -2.5843 -0.405
C 1.0513 1.4955 -2.4640 0.450
C 1.3503 2.8230 -2.0606 -0.163
C 0.2793 3.7433 -1.9483 -0.090
C 0.5259 5.0410 -1.5390 -0.241
C 1.8345 5.4611 -1.2384 0.138
C 2.0860 6.8664 -0.7889 -0.660
C 2.8987 4.5488 -1.3639 -0.233
C 2.6816 3.2466 -1.7705 -0.094
H 2.7190 -1.1855 -3.1087 0.235
H 1.0631 -1.2303 -2.3949 0.217
H 1.2972 -0.6550 -4.0828 0.212
H 0.0238 1.1933 -2.7153 0.207
H -0.7214 3.3801 -2.1975 0.231
H -0.2940 5.7561 -1.4426 0.243
H 3.1506 7.0197 -0.5903 0.234
H 1.7719 7.5924 -1.5496 0.253
H 1.5303 7.0972 0.1289 0.253
H 3.9087 4.8909 -1.1309 0.241
H 3.4981 2.5333 -1.8786 0.243
C -1.4156 0.7718 2.1592 -0.620
C -0.5510 -0.3657 1.8711 -0.177
C 0.8907 -0.3057 1.6899 -0.619
C -1.1373 -1.6101 1.8208 0.598
O -0.4420 -2.6867 1.4856 -0.838
Si -1.0934 -3.9826 0.5210 1.879
C 0.2224 -5.2955 0.4543 -1.145
C -2.6554 -4.6718 1.2723 -1.153
C -1.3568 -3.1711 -1.1360 -1.146
O -2.4355 -1.7648 2.0937 -0.558
C -2.8232 -2.0824 3.4792 -0.249
H -0.8325 1.6970 2.1246 0.201
H -2.2280 0.8621 1.4231 0.214
H -1.8768 0.7046 3.1559 0.215
H 1.2328 0.7325 1.7749 0.200
H 1.4163 -0.9000 2.4529 0.228
H 1.1987 -0.6823 0.7033 0.193
H -0.1197 -6.0980 -0.2188 0.246
H 1.1727 -4.9080 0.0626 0.243
H 0.4180 -5.7439 1.4381 0.255
H -2.9946 -5.4896 0.6139 0.244
H -2.4868 -5.1030 2.2696 0.249
H -3.4740 -3.9411 1.3444 0.257
H -1.7794 -3.9110 -1.8335 0.246
H -2.0558 -2.3240 -1.0686 0.247
H -0.4127 -2.8003 -1.5630 0.215
H -3.9032 -2.2396 3.4557 0.203
H -2.3101 -2.9966 3.8090 0.186
H -2.5755 -1.2430 4.1432 0.187
```

Relative energy (zero: lowest compared OMol25 entry of this formula, charge and spin) (kJ/mol): 3.3
Calculated total energy (a.u.): -1180.13809
Charge: +1
Orbital gap (eV): 4.282
Highest occupied orbital energy (eV): -9.550

=====

The following is a quantum chemistry calculation of an isolated molecule of C5H8, from OMol25.

Structure (XYZ):
```
13
Properties=species:S:1:pos:R:3:nbo_charge:R:1
C 0.2875 -0.3850 -1.3070 -0.174
C 1.6170 -0.4627 -1.3710 -0.397
C -0.5025 -0.5693 -0.0093 -0.489
C -0.9950 0.7464 0.5948 -0.166
C -0.8093 0.9010 1.9280 -0.413
H -0.2447 -0.3131 -2.2604 0.199
H 2.1611 -0.2687 -2.2937 0.199
H 2.1807 -0.7955 -0.5087 0.188
H 0.0994 -1.0376 0.7752 0.205
H -1.2581 -1.3323 -0.2263 0.224
H -1.0100 1.6208 -0.0622 0.213
H -1.4846 1.6211 2.3798 0.210
H -0.0415 0.2749 2.3607 0.201
```

Relative energy (zero: lowest compared OMol25 entry of this formula, charge and spin) (kJ/mol): 197.7
Calculated total energy (a.u.): -195.21672
Orbital gap (eV): 10.306
Highest occupied orbital energy (eV): -9.013